Record 1
Below is a molecular structure, C32H27EuN5O2, with properties calculated with wB97M-V/def2-TZVPD.

```
67
Properties=species:S:1:pos:R:3:mulliken_charge:R:1
Eu -0.021 0.485 0.071 1.363
O 3.526 3.197 -0.704 -0.424
O -3.547 3.207 -0.766 -0.424
N -0.038 0.433 2.651 -0.453
N 2.148 1.675 0.186 -0.213
N -0.009 -1.808 0.885 0.146
N -2.194 1.690 0.170 -0.224
N -0.012 2.983 -0.602 -0.114
C 0.040 -4.425 1.855 -0.583
C 4.738 -2.036 -1.607 -0.710
C -4.630 -0.994 -0.736 -0.559
C 0.057 -1.181 4.496 -0.537
C -1.154 3.628 -0.812 0.357
C -3.517 1.049 0.182 -0.071
C -0.007 -4.182 0.515 -1.176
C 0.022 -2.031 2.237 -0.180
C -4.461 2.198 -0.239 -0.556
C -2.507 -0.402 -1.671 0.042
C 0.058 -3.344 2.764 0.495
C 1.134 3.624 -0.797 0.348
C -0.002 5.574 -1.535 -0.437
C -1.206 4.927 -1.289 -0.705
C 1.197 4.923 -1.272 -0.722
C 2.302 2.794 -0.418 0.176
C -3.716 -2.296 -2.537 -0.570
C -0.023 -2.850 0.080 0.033
C 0.016 -0.942 3.151 0.602
C 2.608 -1.477 -2.548 -0.905
C 3.500 -0.152 -0.733 0.050
C 0.102 -2.490 5.014 -0.755
C 3.468 1.030 0.221 -0.078
C -2.611 -1.464 -2.566 -0.900
C -2.331 2.803 -0.448 0.153
C -4.728 -2.059 -1.615 -0.696
C 2.483 -0.426 -1.644 0.064
C 3.731 -2.285 -2.530 -0.544
C 4.425 2.180 -0.167 -0.561
C 0.100 -3.553 4.161 -0.902
C 4.619 -0.980 -0.717 -0.557
C -3.529 -0.143 -0.761 0.057
H 5.412 -0.790 0.000 0.486
H 2.152 5.407 -1.426 0.549
H -0.051 -2.643 -0.986 0.460
H -1.672 0.275 -1.807 0.708
H -5.426 -0.813 -0.020 0.471
H 0.003 6.587 -1.914 0.478
H 0.133 -2.641 6.084 0.417
H -2.157 5.413 -1.457 0.551
H 0.052 -0.342 5.182 0.487
H 0.129 -4.568 4.539 0.434
H 3.682 0.674 1.229 0.562
H 5.139 1.916 -0.941 0.383
H -0.028 -4.985 -0.208 0.452
H 5.623 -2.659 -1.587 0.418
H 4.940 2.618 0.685 0.332
H -5.159 1.929 -1.025 0.374
H 1.825 -1.658 -3.275 0.493
H -3.755 0.703 1.187 0.571
H -5.599 -2.701 -1.588 0.422
H -1.826 -1.633 -3.293 0.498
H 0.710 0.954 3.100 0.372
H 1.629 0.229 -1.771 0.696
H 0.062 -5.439 2.237 0.459
H -0.890 0.858 3.006 0.356
H -3.796 -3.118 -3.237 0.455
H 3.827 -3.098 -3.238 0.453
H -4.992 2.645 0.598 0.333
```

The LUMO energy (alpha / beta) is -5.82 / -5.80 eV. The net charge is +2. The multiplicity is 8. The electronic energy comes out at -2369.84333 Eh. As for the expectation value of S²: 15.759. As for the relative energy (zero: lowest compared OMol25 entry of this formula, charge and spin): 1.6 kcal/mol. As for the frontier orbital gap (alpha / beta): 6.87 / 8.31 eV.

***

Record 2
Below is a molecular structure, C32H27F9MoNO2PSe at a distorted geometry, with properties calculated with wB97M-V/def2-TZVPD.

```
74
Properties=species:S:1:pos:R:3:mulliken_charge:R:1
Mo -0.760 0.647 0.359 -0.640
Se 0.162 2.199 -1.132 0.005
P 0.085 1.237 2.525 2.178
F -2.440 -2.081 0.192 -0.233
F -5.777 -0.966 0.773 -0.217
F -5.491 0.142 -1.659 -0.205
F -2.397 -1.151 -1.740 -0.224
F -4.851 1.916 -0.592 -0.216
F -4.030 -1.167 2.030 -0.171
F -3.605 1.079 -2.134 -0.233
F -4.932 0.764 1.764 -0.230
F -4.169 -2.232 -1.114 -0.201
O -2.602 0.588 0.382 0.292
O 0.660 -1.177 -1.060 -0.322
N 0.901 -0.576 0.165 0.291
C -2.684 0.339 5.381 -0.749
C -4.653 -0.381 1.151 0.405
C -3.730 -0.113 -0.083 1.137
C 3.688 -0.772 2.464 -1.043
C 1.204 5.962 0.215 -0.647
C 0.029 8.182 0.444 -1.774
C 1.705 0.534 2.928 0.420
C 1.245 4.614 -0.107 0.504
C 4.174 -0.508 3.734 -0.879
C 0.038 6.714 0.109 0.465
C -1.171 3.640 2.557 -0.775
C -1.142 4.738 -0.685 0.827
C -1.181 -0.999 3.463 -0.471
C 0.053 4.028 -0.554 1.195
C -2.041 -1.712 4.279 -0.832
C -1.116 6.084 -0.336 -0.756
C 2.550 3.862 -0.009 -1.994
C 0.037 2.994 2.849 0.907
C 3.412 0.238 4.614 -0.812
C 2.025 -0.762 0.747 -0.061
C -1.829 1.063 4.562 -0.554
C -2.790 -1.039 5.240 -0.585
C -3.207 -1.440 -0.712 -0.002
C 2.453 -0.272 2.049 0.488
C -1.073 0.389 3.608 1.139
C -0.231 5.705 3.334 -0.716
C 1.118 3.713 3.357 -0.777
C -2.437 4.135 -1.165 -1.916
C 2.181 0.752 4.212 -0.667
C -1.302 4.995 2.806 -0.853
C 0.974 5.070 3.605 -0.900
C -4.450 0.777 -1.149 0.571
H -2.292 3.218 -1.728 0.362
H 2.454 2.955 0.590 0.270
H -0.827 8.440 1.069 0.392
H -0.049 8.776 -0.468 0.430
H 2.064 3.229 3.556 0.525
H 1.588 1.327 4.913 0.577
H -3.097 3.910 -0.323 0.265
H 3.767 0.421 5.620 0.467
H -2.236 5.497 2.590 0.457
H 2.117 6.444 0.552 0.344
H -3.270 0.854 6.132 0.481
H 4.269 -1.388 1.787 0.426
H -2.964 4.837 -1.810 0.480
H -2.032 6.659 -0.434 0.524
H -2.129 -2.786 4.172 0.473
H 1.807 5.633 4.007 0.481
H 1.389 -1.782 -1.286 0.361
H -1.752 2.137 4.668 0.458
H -0.335 6.766 3.532 0.480
H 0.941 8.483 0.959 0.395
H -3.460 -1.595 5.882 0.453
H -0.579 -1.531 2.731 0.296
H 3.315 4.488 0.449 0.402
H 5.134 -0.903 4.038 0.456
H 2.912 3.568 -0.997 0.446
H -2.013 3.084 2.159 0.670
H 2.747 -1.382 0.219 0.459
```

The LUMO energy (alpha / beta) is -7.86 / -7.82 eV. The net charge is +2. The multiplicity is 3. The electronic energy comes out at -5150.08446 Eh. As for the expectation value of S²: 2.031. As for the relative energy (zero: lowest compared OMol25 entry of this formula, charge and spin): 20.6 kcal/mol. As for the frontier orbital gap (alpha / beta): 6.05 / 6.06 eV.

***

Record 3
Below is a molecular structure, C32H27IN3O3PS2V at a distorted geometry, with properties calculated with wB97M-V/def2-TZVPD.

```
70
Properties=species:S:1:pos:R:3:mulliken_charge:R:1
I 5.249 0.848 -1.755 0.163
V 1.146 -0.568 0.686 0.114
S 3.220 -0.007 1.625 -0.466
S 2.432 1.535 4.172 -0.166
P -0.202 0.928 -0.610 2.213
O -0.857 -3.459 2.179 -0.495
O 2.363 -0.645 -0.969 0.948
O 0.574 -1.907 1.406 -0.288
N 0.848 0.522 2.404 0.447
N 0.135 -2.480 -1.026 0.475
N 3.506 -2.565 -0.560 -0.110
C 3.339 -1.409 -1.188 0.363
C -2.031 1.576 4.520 -0.949
C 1.786 2.787 -0.296 -0.248
C 0.485 -2.139 -4.641 -1.093
C -1.381 -4.672 -1.856 -0.747
C -4.154 1.859 -0.334 -0.797
C -3.880 -0.316 0.659 -0.261
C -1.217 -4.414 -0.523 -1.232
C 4.371 -1.058 -2.220 -1.494
C -0.220 3.290 0.958 -0.501
C 2.379 3.945 0.177 -0.743
C 0.480 2.461 0.083 0.841
C 0.001 1.044 3.382 -0.820
C -0.767 -3.842 -2.813 0.891
C -2.800 1.907 -0.619 -0.781
C 2.117 0.689 2.722 0.501
C -1.388 1.003 3.439 0.053
C -0.268 -3.243 -5.095 -0.732
C 0.626 -1.889 -3.305 -0.150
C -0.291 -2.942 1.277 0.009
C -0.149 1.259 -2.401 -1.608
C 0.708 1.659 4.429 0.837
C 1.670 4.781 1.029 -0.685
C -1.973 0.844 -0.249 0.573
C 0.379 4.451 1.420 -0.776
C -2.522 -0.270 0.381 -0.754
C -0.449 -3.295 -0.173 0.745
C -0.879 -4.075 -4.203 -0.841
C -1.316 2.192 5.546 -0.580
C -4.693 0.749 0.306 -0.701
C 0.002 -2.730 -2.354 -0.221
C 0.064 2.247 5.507 -0.598
H 5.176 -1.784 -2.246 0.681
H 2.122 5.697 1.386 0.440
H -1.954 0.536 2.650 0.484
H -5.752 0.720 0.525 0.446
H -3.111 1.546 4.572 0.460
H -0.657 2.208 -2.561 0.616
H 0.876 1.350 -2.759 0.462
H 3.386 4.199 -0.127 0.466
H -1.894 -1.106 0.653 0.282
H -0.170 5.109 2.081 0.476
H 2.338 2.140 -0.971 -0.140
H -4.788 2.691 -0.610 0.455
H -2.388 2.773 -1.121 0.379
H -1.651 -5.021 0.258 0.602
H -1.982 -5.511 -2.186 0.496
H -1.840 2.619 6.390 0.431
H 3.927 -0.952 -3.206 0.302
H -0.664 0.471 -2.948 0.420
H 1.201 -1.051 -2.940 0.812
H -1.225 3.041 1.270 0.416
H 0.952 -1.484 -5.365 0.495
H -0.353 -3.423 -6.158 0.430
H -1.455 -4.926 -4.543 0.458
H -4.301 -1.182 1.153 0.486
H 0.632 2.725 6.294 0.443
H 4.282 -3.176 -0.752 0.270
H 2.851 -2.855 0.148 0.096
```

The LUMO energy (alpha / beta) is -7.25 / -6.71 eV. The net charge is +2. The multiplicity is 2. The electronic energy comes out at -4004.65458 Eh. As for the expectation value of S²: 0.771. As for the relative energy (zero: lowest compared OMol25 entry of this formula, charge and spin): 31.1 kcal/mol. As for the frontier orbital gap (alpha / beta): 6.47 / 7.04 eV.

***

Record 4
Below is a molecular structure, C32H27IrN5O3P, with properties calculated with wB97M-V/def2-TZVPD.

```
69
Properties=species:S:1:pos:R:3:mulliken_charge:R:1
Ir -0.603 -0.204 -0.624 1.161
P 0.610 0.465 1.242 1.321
O -4.185 0.465 0.271 -0.547
O -1.988 1.019 0.364 -0.245
O -1.502 -2.809 -0.508 -0.428
N -1.770 -0.690 -2.363 0.213
N -3.587 2.631 0.153 0.133
N -1.238 -1.771 0.360 0.438
N 0.797 -1.176 -1.764 0.086
N -2.684 3.571 0.160 -0.267
C -1.564 -1.817 -4.498 0.890
C -0.037 0.685 3.912 -0.767
C -2.937 -1.601 -4.730 -0.615
C -1.687 -0.627 5.074 -0.963
C 2.083 -1.364 -1.486 0.452
C 2.965 -1.987 -2.369 -1.178
C 0.995 4.923 0.251 -0.700
C -3.247 1.208 0.244 0.155
C -1.955 -1.311 3.898 -1.091
C -0.351 0.064 2.713 0.705
C 2.354 -1.523 1.981 0.044
C 0.335 -1.598 -2.984 -0.272
C 1.391 2.602 -0.230 -0.723
C 0.198 3.229 1.777 -1.208
C 2.244 -0.166 1.651 0.617
C 0.341 4.567 1.426 -0.393
C 0.737 2.240 0.955 0.811
C -1.583 -1.869 1.592 -0.370
C 4.690 -1.206 2.443 -0.621
C 0.592 -2.692 -5.155 -1.023
C -3.684 -0.969 -3.770 -1.150
C 3.357 0.667 1.734 -0.543
C 2.506 -2.443 -3.576 -0.713
C -0.714 0.357 5.084 -0.852
C -0.713 -2.491 -5.434 -1.003
C 3.575 -2.039 2.371 -0.879
C -1.304 -0.975 2.709 0.540
C 4.581 0.139 2.128 -0.823
C -3.066 -0.529 -2.598 0.184
C -1.032 -1.356 -3.293 0.408
C 1.514 3.940 -0.582 -0.805
C 1.152 -2.250 -3.911 0.997
H -0.463 0.864 6.006 0.491
H 3.168 -2.941 -4.273 0.505
H -2.983 4.538 0.215 0.326
H -1.139 -2.833 -6.368 0.461
H -3.389 -1.944 -5.652 0.497
H 3.998 -2.104 -2.074 0.521
H 2.439 -1.023 -0.529 0.233
H 1.487 -2.175 1.938 0.361
H 5.643 -1.611 2.757 0.468
H -0.317 2.973 2.693 0.393
H 3.280 1.721 1.502 0.381
H -4.744 -0.804 -3.898 0.478
H -4.569 2.891 0.126 0.309
H 3.663 -3.085 2.632 0.487
H -1.724 3.307 0.382 0.229
H 1.115 5.968 -0.006 0.466
H 0.755 1.423 3.954 0.632
H 1.842 1.845 -0.866 0.494
H 1.239 -3.195 -5.861 0.459
H -1.650 -3.617 0.013 0.381
H 5.446 0.785 2.198 0.476
H -3.656 -0.051 -1.831 0.341
H -0.046 5.335 2.085 0.494
H 2.031 4.214 -1.491 0.485
H -2.127 -2.776 1.846 0.720
H -2.671 -2.125 3.904 0.472
H -2.211 -0.889 5.983 0.463
```

The LUMO energy (alpha / beta) is -9.76 / -10.02 eV. The net charge is +3. The multiplicity is 2. The electronic energy comes out at -2179.90256 Eh. As for the expectation value of S²: 0.755. As for the relative energy (zero: lowest compared OMol25 entry of this formula, charge and spin): 0.0 kcal/mol. As for the frontier orbital gap (alpha / beta): 7.15 / 6.88 eV.

***

Record 5
Below is a molecular structure, C32H27N9O4S3TeTi, with properties calculated with wB97M-V/def2-TZVPD.

```
77
Properties=species:S:1:pos:R:3:mulliken_charge:R:1
Te 1.388 1.072 -2.412 -0.011
Ti 0.034 -0.400 0.025 0.190
S -3.834 -2.894 1.762 -0.543
S -3.022 -0.581 -2.917 -0.016
S -3.526 2.323 -2.506 -0.129
O 0.076 -0.493 2.176 -0.044
O 0.440 2.815 2.895 -0.104
O 0.136 1.577 0.509 -0.482
O 0.692 -2.622 2.557 -0.610
N 0.461 -2.166 -1.259 1.376
N -1.866 0.873 -1.004 0.444
N 2.755 0.943 1.551 -0.182
N 5.350 -2.829 1.932 -0.579
N 3.508 -2.907 0.553 -0.695
N -1.930 2.112 -0.361 -0.779
N 4.072 -0.920 1.742 -0.883
N 2.107 -0.968 0.420 0.394
N -1.703 -1.583 0.503 -0.671
C -0.771 -0.598 -6.527 -0.512
C -1.150 6.077 2.472 -0.428
C -0.114 -3.943 -2.762 -0.790
C 0.245 -1.739 6.698 -0.535
C 2.428 -2.251 0.055 -0.501
C 0.532 -1.131 4.386 -0.056
C 1.206 0.387 6.133 -0.720
C -0.288 3.827 2.344 0.441
C 1.572 -2.878 -0.864 0.817
C 1.848 -4.159 -1.407 -0.863
C 1.016 -4.687 -2.348 -0.580
C -1.652 4.702 0.579 -0.438
C 0.698 -0.948 -4.648 -0.252
C -4.099 0.213 -4.149 -0.634
C -3.814 1.706 -4.184 -0.333
C 0.133 -2.048 5.350 -0.410
C -0.411 5.040 3.014 -0.875
C -2.650 0.877 -2.008 -0.120
C -0.371 1.167 -4.937 -0.335
C -0.880 2.344 0.369 0.748
C 0.074 -1.421 -5.792 -0.462
C -1.770 5.910 1.241 -0.875
C 1.064 0.089 4.786 0.268
C -0.982 0.704 -6.093 -0.476
C -0.332 -2.716 -2.180 -0.490
C 0.484 0.353 -4.185 -0.238
C 4.243 -2.203 1.378 0.328
C 2.974 -0.353 1.232 0.322
C 0.787 -0.524 7.094 -0.359
C -2.587 -2.124 1.039 0.465
C -0.921 3.638 1.110 0.085
C 0.421 -1.477 2.909 0.274
H -2.137 4.543 -0.374 0.477
H 1.368 0.786 4.014 0.264
H -0.803 -4.309 -3.510 0.473
H -1.632 1.367 -6.657 0.381
H -2.930 1.895 -4.793 -0.103
H -5.142 0.011 -3.904 0.416
H -0.087 -2.453 7.444 0.357
H -2.345 6.716 0.801 0.368
H -3.866 -0.226 -5.120 0.312
H 0.086 5.157 3.971 0.398
H 0.885 -0.288 8.148 0.351
H 2.724 -4.680 -1.050 0.449
H 1.646 1.330 6.439 0.382
H -1.234 7.014 3.009 0.357
H -0.558 2.180 -4.595 0.393
H 1.220 -5.664 -2.772 0.370
H 1.825 1.331 1.428 0.190
H 5.623 -2.413 2.808 0.253
H -1.254 -0.966 -7.425 0.372
H -4.656 2.258 -4.605 0.444
H -0.262 -3.000 5.020 0.451
H 0.250 -2.444 -6.107 0.373
H 3.315 1.288 2.309 0.303
H 0.472 2.937 3.850 0.218
H -1.182 -2.126 -2.471 -0.070
H 5.243 -3.830 1.963 0.256
H 1.356 -1.602 -4.091 0.418
```

The LUMO energy (alpha / beta) is 3.91 / 3.91 eV. The net charge is -2. The multiplicity is 3. The electronic energy comes out at -4341.74531 Eh. As for the expectation value of S²: 2.016. As for the relative energy (zero: lowest compared OMol25 entry of this formula, charge and spin): 43.1 kcal/mol. As for the frontier orbital gap (alpha / beta): 4.06 / 5.48 eV.

***

Record 6
Below is a molecular structure, C32H28AsCl2CoGeN4S5 at a distorted geometry, with properties calculated with wB97M-V/def2-TZVPD.

```
74
Properties=species:S:1:pos:R:3:mulliken_charge:R:1
As 1.851 3.739 -0.501 0.441
Ge 1.837 -1.483 0.331 1.789
Co 0.559 0.427 -0.120 -0.445
Cl -0.951 1.664 -4.837 -0.156
Cl 1.714 0.596 -4.261 -0.090
S 1.913 4.935 1.214 -0.540
S 2.096 1.611 0.472 -0.698
S 3.549 3.639 -1.814 -0.420
S -0.714 -0.423 -1.701 -0.459
S 0.138 4.014 -1.855 -0.313
N -3.320 -0.296 -1.392 -0.654
N -4.239 -0.030 -0.456 0.273
N -2.016 0.405 0.419 -0.608
N -0.914 1.123 0.452 1.470
C 0.773 2.029 -4.718 0.052
C 4.892 -0.445 3.972 -0.496
C 4.993 -1.016 -2.435 -0.782
C 0.453 -5.008 2.273 -0.669
C -2.148 -0.174 -0.828 0.478
C -0.033 -3.705 -0.127 0.111
C -5.494 0.380 -0.772 0.019
C 4.124 -0.771 -1.391 0.054
C -0.429 -5.510 1.356 -0.300
C 2.678 -0.497 3.021 -0.299
C -6.304 1.082 0.179 -0.360
C -1.683 4.595 2.614 -0.449
C -7.792 1.797 -1.554 -0.356
C 3.756 -2.962 -3.143 -0.604
C -0.707 -4.882 0.177 -0.826
C -1.060 3.527 3.254 -0.444
C 4.470 -1.545 1.836 -0.274
C 3.150 -1.184 1.855 -0.207
C -1.830 4.548 1.232 -0.741
C -0.928 2.369 1.217 -0.641
C 0.980 -3.213 0.710 -0.026
C -0.582 2.470 2.556 0.333
C -7.401 1.832 -0.218 -0.512
C 5.363 -1.121 2.846 -0.733
C 3.012 -2.821 -1.983 0.033
C 4.757 -2.032 -3.358 -0.418
C -1.482 3.423 0.524 -0.686
C 3.523 -0.107 4.045 -0.517
C -7.140 0.986 -2.462 -0.436
C 3.152 -1.721 -1.123 -0.146
C 1.234 -3.870 1.949 -0.148
C -6.038 0.295 -2.102 -0.148
H -7.554 0.908 -3.461 0.335
H 4.884 -2.235 1.109 0.376
H 0.126 1.733 3.014 -0.027
H 6.396 -1.419 2.816 0.384
H 1.620 -0.233 3.081 0.211
H -2.271 5.425 0.739 0.336
H 5.422 -2.134 -4.189 0.379
H 0.648 -5.582 3.201 0.280
H 3.597 -3.834 -3.819 0.315
H -8.694 2.318 -1.826 0.313
H -1.761 3.298 -0.533 0.853
H 1.125 2.414 -5.665 0.356
H -1.986 5.471 3.170 0.352
H -5.510 -0.282 -2.888 0.342
H -3.992 -0.336 0.500 0.280
H 5.880 -0.401 -2.598 0.319
H 2.305 -3.602 -1.707 0.184
H 4.272 0.152 -0.807 0.282
H 1.962 -3.470 2.660 0.325
H -5.982 1.125 1.217 0.300
H -0.434 -3.184 -1.011 0.306
H 0.885 2.817 -3.959 -0.237
H -0.980 3.562 4.351 0.316
H 5.601 -0.113 4.734 0.318
H -8.019 2.369 0.517 0.311
H -1.375 -5.352 -0.536 0.373
H -1.016 -6.424 1.632 0.253
H 3.090 0.338 4.912 0.414
```

The LUMO energy (alpha / beta) is 4.35 / 2.63 eV. The net charge is -2. The multiplicity is 3. The electronic energy comes out at -10061.94982 Eh. As for the expectation value of S²: 2.475. As for the relative energy (zero: lowest compared OMol25 entry of this formula, charge and spin): 9.2 kcal/mol. As for the frontier orbital gap (alpha / beta): 6.22 / 4.75 eV.